#A
Molecular formula: C6H9ClO
Method: DFT, ωB97M-V/def2-TZVPD

Summary:
SMILES   CO/C=C(C)\C=C/Cl
Orbital gap   0.3392 Eh

```
! wB97M-V def2-TZVPD RIJCOSX def2/J DEFGRID3
* xyz 0 1
O 1.67 -0.80 -0.40
H -2.96 -2.40 -0.02
H -0.53 -1.85 0.33
C -2.45 -1.50 0.07
Cl -3.76 -0.19 -0.24
H -2.18 1.96 -0.63
C 0.76 0.23 -0.27
H -1.44 1.77 1.18
C -0.55 0.11 -0.05
H 2.90 -0.02 1.00
C 2.99 -0.45 -0.07
H 3.38 0.26 -0.69
H 1.09 1.39 0.10
H 3.71 -1.27 -0.05
C -1.17 1.62 0.01
H -0.24 2.29 -0.33
C -1.22 -1.15 0.07
*
```

Atomic partial charges in e from the natural (NBO) method, atoms 1 to 4: O -0.5185; H 0.2206; H 0.2329; C -0.0843

=====

#B
Molecular formula: C6H9ClO
Method: DFT, ωB97M-V/def2-TZVPD

Summary:
SMILES   C=C1COC[C@@]1(C)Cl
Orbital gap   0.3921 Eh

```
! wB97M-V def2-TZVPD RIJCOSX def2/J DEFGRID3
* xyz 0 1
C -0.70 -1.54 1.29
H -0.26 -2.04 2.13
H 2.00 -1.11 1.00
C 1.06 0.46 -1.17
C -1.25 1.27 -0.51
C -0.03 -0.65 0.63
H 1.37 0.22 2.02
H -1.73 -1.81 1.06
H 0.97 1.27 -1.89
H -1.68 1.66 -1.42
Cl -1.23 -0.93 -1.93
O 1.76 0.68 -0.01
H -0.75 2.10 -0.01
H 1.53 -0.38 -1.67
H -2.08 1.01 0.14
C -0.34 0.01 -0.68
C 1.35 -0.21 1.02
*
```

Atomic partial charges in e from the natural (NBO) method, atoms 1 to 4: C -0.3676; H 0.1988; H 0.1809; C -0.0678

=====

Order from most stable to least stable according to the calculation: #B, #A